Record 1
ORCA calculation (ωB97M-V with the def2-TZVPD basis set) on a molecular structure, C22H42BeF4O11 at a distorted geometry.

Last column: Mulliken charge in e.
Cartesian coordinates (Å):
Be  0.491  -0.108  -0.679  1.668
F  1.062  0.809  -2.901  -0.787
C  -1.307  -0.861  2.753  -0.557
O  -2.151  0.269  2.650  0.307
O  -0.379  -0.548  1.674  -0.453
C  -0.814  -1.048  4.260  0.573
F  -0.350  0.145  4.689  -0.264
F  -1.792  -1.418  5.129  -0.289
F  0.125  -1.988  4.320  -0.269
C  -3.335  0.445  3.450  -0.586
C  -3.989  1.792  3.107  -1.096
H  -4.396  1.784  2.096  0.181
H  -4.685  1.979  3.924  0.431
H  -3.321  2.653  3.154  0.265
H  -3.148  0.523  4.521  0.396
H  -4.059  -0.328  3.194  0.324
H  -1.948  -1.703  2.495  0.258
C  0.164  4.317  -0.139  -0.304
C  -0.142  4.019  1.342  -0.641
C  -0.231  2.556  1.437  0.680
O  0.578  2.044  0.389  0.402
C  1.111  3.136  -0.328  -0.844
H  0.629  5.296  -0.253  0.399
H  -0.691  4.180  -0.801  0.049
H  -1.141  4.441  1.453  0.356
H  0.714  4.327  1.943  0.303
H  -1.282  2.286  1.328  -0.687
H  0.194  2.239  2.389  -0.138
H  1.296  2.939  -1.384  0.333
H  2.055  3.476  0.098  0.277
C  -3.663  1.983  -0.989  -0.469
C  -3.090  2.447  -2.360  -0.767
C  -1.762  1.697  -2.450  -0.328
O  -1.644  0.902  -1.280  0.379
C  -2.833  0.666  -0.780  -0.445
H  -4.718  1.710  -0.992  0.424
H  -3.438  2.693  -0.194  0.206
H  -3.128  3.535  -2.425  0.340
H  -3.763  2.076  -3.133  0.330
H  -0.878  2.304  -2.256  -0.028
H  -1.741  1.081  -3.349  0.228
H  -2.879  0.294  0.243  -0.187
H  -3.281  -0.120  -1.388  0.306
C  2.235  -4.108  0.037  -0.638
C  3.620  -3.873  -0.582  -0.900
C  3.472  -2.530  -1.232  -0.125
O  2.245  -2.008  -0.691  -0.168
C  1.868  -2.717  0.497  0.313
H  2.209  -4.799  0.880  0.453
H  1.607  -4.519  -0.753  0.250
H  3.921  -4.658  -1.276  0.380
H  4.435  -3.908  0.141  0.347
H  3.314  -2.637  -2.305  0.231
H  4.355  -1.908  -1.082  -0.042
H  0.783  -2.632  0.554  -0.033
H  2.394  -2.367  1.385  -0.117
C  4.862  1.410  -1.238  -0.609
O  4.863  1.312  0.142  -0.427
C  3.776  0.802  0.779  0.459
O  2.764  0.329  0.269  0.113
O  4.039  0.856  2.124  -0.440
C  2.986  0.336  2.975  -0.365
H  5.217  0.458  -1.632  0.281
H  5.523  2.256  -1.427  0.278
H  3.971  1.811  -1.721  0.213
H  3.388  0.337  3.989  0.413
H  2.521  -0.643  2.859  0.020
H  2.109  0.983  3.007  0.064
C  0.695  -2.394  -3.881  -0.154
O  -0.575  -3.019  -3.588  -0.423
C  -1.286  -2.557  -2.571  0.297
O  -0.964  -1.730  -1.661  -0.205
O  -2.467  -3.089  -2.460  -0.289
C  -3.133  -4.031  -3.316  -0.763
H  1.488  -3.124  -4.044  0.316
H  0.933  -1.919  -2.929  -0.177
H  0.564  -1.672  -4.687  0.259
H  -4.154  -4.074  -2.937  0.285
H  -2.808  -5.065  -3.198  0.310
H  -3.209  -3.828  -4.385  0.313

The LUMO energy comes out at 0.0 eV. Its energy relative to the best compared isomer or geometry (same formula, charge and spin) is 44.05 kcal/mol. The calculation puts the largest force on an atom at 4.9 eV/A.



Record 2
ORCA calculation (ωB97M-V with the def2-TZVPD basis set) on 3 unconnected molecules or ions with the total composition C22H42BrF7N6PS at a distorted geometry.

Last column: Mulliken charge in e.
Cartesian coordinates (Å):
N  3.945  -6.834  -3.976  -0.663
P  3.939  -5.630  -5.023  0.290
C  2.262  -4.825  -4.898  0.049
C  1.852  -3.957  -3.794  0.063
C  2.790  -3.670  -2.615  0.519
F  3.816  -4.524  -2.473  -0.295
F  2.127  -3.720  -1.418  -0.240
C  3.426  -2.181  -2.656  0.697
F  4.676  -2.291  -2.130  -0.290
F  2.765  -1.349  -1.840  -0.149
C  3.593  -1.587  -4.093  0.527
F  4.422  -0.526  -3.975  -0.257
F  2.439  -1.067  -4.560  -0.230
F  4.179  -2.417  -4.967  -0.202
C  0.528  -3.430  -3.983  0.126
Br  -0.119  -2.185  -2.636  -0.004
N  -0.348  -3.631  -4.933  -0.666
N  0.016  -4.431  -5.903  0.702
C  -0.989  -4.679  -6.986  -0.792
C  -2.426  -4.302  -6.484  -0.798
C  -2.924  -5.299  -5.373  -0.323
N  -4.096  -6.094  -5.802  -0.712
C  1.239  -4.974  -5.900  0.255
S  1.648  -6.030  -7.339  -0.244
H  4.108  -7.683  -4.526  0.231
H  4.966  -4.729  -4.626  0.102
H  4.162  -6.147  -6.331  0.208
H  -1.047  -5.760  -7.233  0.435
H  -0.715  -4.149  -7.921  0.443
H  -2.511  -3.241  -6.188  0.299
H  -3.111  -4.437  -7.353  0.475
H  -3.166  -4.754  -4.440  0.350
H  -2.065  -5.984  -5.127  0.254
H  -3.711  -6.856  -6.370  0.254
H  -4.402  -6.587  -4.956  0.273
H  1.511  -7.275  -6.784  0.288
C  -1.835  2.215  3.535  -1.353
C  -1.166  1.025  2.862  -0.299
N  -1.636  0.770  1.510  0.134
C  -1.170  -0.498  0.974  -0.817
C  0.337  -0.675  0.754  -0.628
C  -1.566  1.895  0.587  -0.718
C  -0.192  2.525  0.333  -0.862
H  -2.919  2.092  3.570  0.310
H  -1.475  2.308  4.562  0.407
H  -1.606  3.155  3.029  0.291
H  -1.380  0.145  3.476  0.409
H  -0.076  1.171  2.899  0.238
H  -1.690  -0.700  0.030  0.352
H  -1.504  -1.289  1.654  0.365
H  0.679  -0.147  -0.137  0.036
H  0.563  -1.735  0.599  0.285
H  0.927  -0.340  1.606  0.369
H  -2.235  2.678  0.953  0.367
H  -2.003  1.599  -0.372  0.340
H  0.393  2.639  1.247  0.237
H  -0.319  3.521  -0.097  0.366
H  0.393  1.946  -0.382  0.198
C  1.743  5.190  6.369  -1.522
C  0.260  5.044  6.057  -0.009
N  -0.618  5.523  7.112  0.064
C  -2.015  5.162  6.906  -0.649
C  -2.731  5.758  5.691  -0.996
C  -0.395  6.894  7.553  -0.727
C  -0.514  8.009  6.509  -0.952
H  2.006  4.668  7.291  0.333
H  2.333  4.757  5.558  0.437
H  2.043  6.235  6.461  0.320
H  0.069  3.977  5.902  0.193
H  0.055  5.540  5.096  0.230
H  -2.586  5.407  7.806  0.350
H  -2.070  4.070  6.827  0.385
H  -2.999  6.802  5.852  0.290
H  -3.665  5.218  5.512  0.389
H  -2.136  5.687  4.779  0.233
H  0.603  6.950  7.997  0.387
H  -1.069  7.115  8.386  0.349
H  -0.045  7.746  5.559  0.236
H  -0.019  8.911  6.877  0.376
H  -1.553  8.275  6.319  0.283

The LUMO energy comes out at -5.9 eV. The net charge is +1. The calculation puts the largest force on an atom at 3.6 eV/A.